[1]
11
Properties=species:S:1:pos:R:3:lowdin_charge:R:1 method="wB97M-V/def2-TZVPD" smiles="C[C@H](O)C=O" multiplicity=1 orbital_gap_ev=10.62 homo_ev=-9.825
C -0.59 -1.02 0.50 -0.0589
C 0.47 -0.01 0.11 -0.4364
O 0.71 0.88 1.18 -0.0190
C -0.15 0.71 -1.11 -0.1985
O 0.54 1.09 -2.06 0.0435
H -1.44 -0.55 1.01 0.0876
H -0.17 -1.81 1.12 0.0832
H -1.01 -1.41 -0.49 0.1081
H 1.39 -0.51 -0.20 0.1465
H 1.40 1.50 0.87 0.1096
H -1.16 1.12 -0.94 0.1345

***

[2]
11
Properties=species:S:1:pos:R:3:lowdin_charge:R:1 method="wB97M-V/def2-TZVPD" smiles="C[C@H](O)C=O" multiplicity=1 orbital_gap_ev=10.56 homo_ev=-9.891
C -0.19 -0.31 -1.13 -0.0512
C 0.20 -0.24 0.34 -0.4291
O -0.62 -0.85 1.31 -0.0288
C 0.24 1.24 0.70 -0.2205
O 0.76 2.11 0.05 0.0656
H 0.06 -1.36 -1.48 0.0914
H -1.26 -0.14 -1.27 0.0847
H 0.39 0.47 -1.74 0.1061
H 1.25 -0.62 0.53 0.1642
H -0.67 -1.77 1.02 0.0944
H -0.15 1.47 1.68 0.1231

***

[3]
11
Properties=species:S:1:pos:R:3:lowdin_charge:R:1 method="wB97M-V/def2-TZVPD" smiles="C=CO.C=O" multiplicity=1 orbital_gap_ev=8.44 homo_ev=-8.471
C -0.96 0.92 0.21 -0.0326
C 0.14 1.76 0.30 -0.2451
O 1.47 1.36 0.12 -0.0416
H -1.86 1.15 1.02 0.1097
H -1.13 0.23 -0.57 -0.0183
H -0.09 2.60 0.87 0.0660
H 1.25 0.36 0.04 0.0863
C 0.33 -2.10 -0.51 -0.0843
O 0.95 -1.51 0.39 -0.0439
H -0.52 -1.56 -1.20 0.1176
H 0.42 -3.21 -0.67 0.0862

***

[4]
11
Properties=species:S:1:pos:R:3:lowdin_charge:R:1 method="wB97M-V/def2-TZVPD" smiles="CC=O.C=O" multiplicity=1 orbital_gap_ev=10.27 homo_ev=-9.720
C -0.15 0.84 -0.93 -0.0410
C 0.28 0.04 -2.14 -0.3082
O 0.65 -1.10 -2.24 0.0415
H -0.95 1.45 -1.08 0.0281
H 0.64 1.56 -0.68 0.0875
H -0.37 0.24 0.03 0.0769
H 0.38 0.62 -3.06 0.1037
C -0.09 -0.89 2.58 -0.1034
O -0.79 -1.40 1.69 -0.0582
H -0.40 -1.09 3.61 0.0773
H 0.80 -0.28 2.22 0.0958

***

[5]
11
Properties=species:S:1:pos:R:3:lowdin_charge:R:1 method="wB97M-V/def2-TZVPD" smiles="C=COCO" multiplicity=1 orbital_gap_ev=10.24 homo_ev=-9.329
C 0.05 1.35 0.83 -0.0274
C -0.73 0.25 1.00 -0.2080
O -0.62 -0.81 0.18 -0.0663
C 0.22 -0.63 -0.93 -0.3219
O 0.51 -1.84 -1.52 0.0189
H 0.22 1.84 -0.12 0.0528
H -0.01 2.12 1.58 0.0486
H -1.20 -0.02 1.93 0.1170
H -0.26 0.02 -1.67 0.1336
H 1.03 0.19 -0.44 0.1470
H 0.79 -2.46 -0.84 0.1058

***

[6]
11
Properties=species:S:1:pos:R:3:lowdin_charge:R:1 method="wB97M-V/def2-TZVPD" smiles="COCC=O" multiplicity=1 orbital_gap_ev=10.57 homo_ev=-9.612
C -1.35 -0.75 0.04 -0.1083
O -0.76 0.27 -0.72 -0.1663
C 0.31 0.88 -0.13 -0.2318
C 1.61 0.07 -0.04 -0.2171
O 1.70 -1.08 -0.39 0.0559
H -2.13 -1.18 -0.62 0.1045
H -1.86 -0.34 0.91 0.0851
H -0.63 -1.53 0.37 0.0925
H 0.57 1.80 -0.66 0.1314
H 0.07 1.21 0.91 0.1364
H 2.46 0.65 0.35 0.1178

***

[7]
12
Properties=species:S:1:pos:R:3:lowdin_charge:R:1 method="wB97M-V/def2-TZVPD" smiles="COC(=S)OC" multiplicity=1 orbital_gap_ev=9.64 homo_ev=-8.940
C 1.30 -1.96 0.11 -0.2137
O 1.00 -0.72 0.66 -0.1724
C 0.08 0.08 -0.02 -0.8147
S -0.19 -0.34 -1.58 0.7627
O -0.51 0.93 0.88 -0.0979
C -1.29 1.99 0.17 -0.0856
H 0.44 -2.70 0.09 0.0889
H 2.27 -2.33 0.76 0.1361
H 1.55 -1.81 -1.17 0.0908
H -1.04 2.21 -0.90 0.0574
H -1.25 3.06 0.84 0.1513
H -2.35 1.58 0.16 0.0971

***

[8]
13
Properties=species:S:1:pos:R:3:lowdin_charge:R:1 method="wB97M-V/def2-TZVPD" multiplicity=1 orbital_gap_ev="7.52 / 7.23" homo_ev="-7.342 / -7.058"
C 1.64 0.48 -0.05 -0.5752
C -0.74 -0.13 -0.28 -0.6582
C -1.35 -0.37 1.11 -0.2850
O 0.47 0.30 -0.61 -0.1868
O -0.57 -1.26 1.85 -0.0845
S 2.74 1.34 -1.08 0.7331
S -1.88 0.11 -1.56 0.8515
H 1.81 0.35 0.96 0.0473
H -2.40 -0.71 0.90 0.1044
H -1.44 0.53 1.87 0.1594
H -0.06 -1.98 1.42 0.1152
H 2.77 0.60 -2.26 -0.1018
H -0.98 0.75 -2.27 -0.1195

***

[9]
12
Properties=species:S:1:pos:R:3:lowdin_charge:R:1 method="wB97M-V/def2-TZVPD" smiles="C=C(CO)OO" multiplicity=1 orbital_gap_ev=9.88 homo_ev=-9.076
C 1.05 -1.06 0.45 0.0601
C 0.16 -0.17 0.02 -0.3437
C -1.34 -0.27 0.23 -0.2036
O -2.04 0.93 -0.02 -0.0446
O 0.45 0.99 -0.66 -0.0666
O 1.85 1.15 -0.78 0.0056
H 0.69 -1.93 1.00 0.0676
H 2.11 -0.96 0.27 0.0580
H -1.52 -0.63 1.25 0.1254
H -1.76 -1.01 -0.46 0.1313
H -1.56 1.64 0.43 0.0930
H 1.91 1.32 -1.73 0.1175

***

[10]
12
Properties=species:S:1:pos:R:3:lowdin_charge:R:1 method="wB97M-V/def2-TZVPD" multiplicity=1 orbital_gap_ev=8.86 homo_ev=-9.156
O 0.35 -0.98 1.17 -0.0558
C 1.25 0.08 -0.25 0.1516
C 0.07 0.75 -0.62 -0.3463
O -0.59 0.27 -1.73 -0.0227
C -0.75 0.00 0.80 -0.4443
O -1.81 -0.52 0.41 -0.0184
H 0.03 -1.82 0.79 0.1151
H 1.59 -0.78 -0.82 0.1204
H 1.97 0.54 0.42 0.1162
H 0.02 1.83 -0.46 0.1483
H -1.41 -0.14 -1.35 0.0886
H -0.71 0.76 1.60 0.1474

***

Here are the calculated relative energy (zero: lowest compared OMol25 entry of this formula, charge and spin) numbers, same order: 131.69, 125.97, 374.00, 227.24, 264.40, 162.68, 302.97, 495.14, 426.14, 381.68 (kJ/mol).